[1]
This record from the Open Molecules 2025 dataset describes C2H3BeFO2P as an isolated structure in a non-equilibrium geometry. The level of theory is ωB97M-V/def2-TZVPD.

Structure (ORCA input):
```
! RIJCOSX wB97M-V def2-TZVPD def2/J DEFGRID3
* xyz 0 2
P 0.68 -1.27 2.08
F -1.55 -2.16 0.90
O 0.99 -0.73 0.09
C 0.83 0.57 -0.38
H 1.35 0.72 -1.35
H 1.22 1.33 0.32
C -0.62 0.87 -0.61
O -1.48 0.10 -0.22
Be -0.52 -1.31 0.20
H -0.90 1.86 -1.01
*
```

Properties
* Kohn-Sham gap (alpha / beta): 6.4 / 6.0 eV
* energy: -18624.11934 eV
* molecular weight: 118.0 g mol⁻¹
* ΔE to the lowest compared entry with this formula, charge and spin: 70.6 kJ/mol
* E_HOMO (alpha / beta): -7.094 / -6.746 eV


[2]
This record from the Open Molecules 2025 dataset describes C22H27AuN9 as an isolated structure in a non-equilibrium geometry. The level of theory is ωB97M-V/def2-TZVPD.

Structure (ORCA input):
```
! RIJCOSX wB97M-V def2-TZVPD def2/J DEFGRID3
* xyz 3 3
Au -0.18 -0.03 0.14
C -2.44 -1.63 -2.30
N -1.44 -2.38 -1.57
C -0.24 -2.76 -2.32
C 0.81 -1.74 -2.33
N 0.92 -0.69 -1.51
C 2.13 -0.04 -1.77
C 2.76 1.02 -1.11
C 4.01 1.37 -1.57
C 4.59 0.75 -2.67
C 4.01 -0.38 -3.29
C 2.78 -0.75 -2.80
N 1.89 -1.79 -3.14
C -2.12 -0.21 -2.30
N -1.33 0.48 -1.47
C -1.38 1.81 -1.80
C -0.73 2.90 -1.18
C -1.00 4.17 -1.70
C -1.76 4.27 -2.88
C -2.43 3.24 -3.49
C -2.23 1.98 -2.89
N -2.74 0.67 -3.13
H -3.43 -1.74 -1.85
H -2.48 -1.87 -3.40
H -1.86 -3.26 -1.25
H -0.45 -3.05 -3.40
H 0.19 -3.71 -1.89
H 2.31 1.49 -0.24
H 4.67 2.08 -1.03
H 5.52 1.13 -3.06
H 4.44 -0.92 -4.12
H 2.10 -2.50 -3.83
H -0.09 2.78 -0.30
H -0.63 5.12 -1.27
H -1.85 5.25 -3.37
H -3.07 3.34 -4.37
H -3.39 0.44 -3.89
C -0.38 -1.89 2.62
N -0.48 -2.17 4.03
C 0.77 -1.68 4.70
N 1.00 -0.20 4.46
C 1.09 0.05 3.06
N -0.17 -0.36 2.36
C -1.32 0.37 2.97
N -1.43 0.11 4.39
C -1.62 -1.36 4.61
C -0.16 0.50 5.07
H -1.27 -2.16 2.04
H 0.48 -2.42 2.21
H 1.61 -2.28 4.37
H 0.61 -1.86 5.76
H 1.89 -0.55 2.61
H 1.31 1.11 2.86
H -2.23 0.04 2.44
H -1.14 1.40 2.76
H -2.58 -1.68 4.22
H -1.57 -1.54 5.68
H -0.26 0.19 6.13
H 0.03 1.57 4.97
*
```

Properties
* Kohn-Sham gap (alpha / beta): 6.9 / 2.8 eV
* energy: -40326.10147 eV
* molecular weight: 614.5 g mol⁻¹
* E_HOMO (alpha / beta): -16.397 / -16.367 eV


[3]
This record from the Open Molecules 2025 dataset describes a 2-piece molecular cluster, C2H3NO3 overall in a non-equilibrium geometry. The level of theory is ωB97M-V/def2-TZVPD.

Structure (ORCA input):
```
! RIJCOSX wB97M-V def2-TZVPD def2/J DEFGRID3
* xyz 0 1
C -2.31 -0.08 0.15
C -1.56 1.05 -0.17
N 0.82 -0.21 -0.53
O -3.15 -0.76 -0.36
O -0.60 1.66 -0.25
O -0.26 -0.91 -0.29
H -2.16 -0.31 1.31
H 1.28 0.07 0.28
H 1.37 -0.43 -1.32
*
```

Properties
* Kohn-Sham gap (alpha / beta): 7.9 / 8.9 eV
* energy: -9749.60151 eV
* molecular weight: 89.0 g mol⁻¹
* ΔE to the lowest compared entry with this formula, charge and spin: 626.0 kJ/mol
* E_HOMO (alpha / beta): -8.133 / -9.279 eV


[4]
This record from the Open Molecules 2025 dataset describes a 25-piece molecular cluster, C42H134O25 overall in a non-equilibrium geometry. The level of theory is ωB97M-V/def2-TZVPD.

Structure (ORCA input):
```
! RIJCOSX wB97M-V def2-TZVPD def2/J DEFGRID3
* xyz 0 1
O 2.60 3.08 5.15
H 2.62 2.52 4.37
H 2.06 3.83 4.89
O -1.48 1.06 -2.45
H -1.67 0.28 -1.93
H -0.63 0.87 -2.85
O -1.44 -5.78 -2.08
H -0.69 -5.19 -2.16
H -1.90 -5.69 -2.91
O -3.40 3.19 -2.26
H -2.80 3.87 -1.94
H -2.83 2.47 -2.54
C 0.64 4.27 0.68
C 0.31 4.64 -0.81
O -1.02 5.11 -0.91
H 0.90 5.08 1.36
H 1.55 3.68 0.61
H -0.14 3.66 1.13
H 0.40 3.75 -1.43
H 1.03 5.36 -1.18
H -1.03 6.04 -1.13
C -3.35 3.95 1.26
C -4.72 4.46 0.71
O -5.74 3.48 0.75
H -2.61 4.64 0.85
H -3.24 2.93 0.88
H -3.27 3.96 2.35
H -4.51 4.91 -0.25
H -5.10 5.23 1.38
H -5.92 3.32 1.68
C -3.71 -6.09 2.32
C -3.47 -5.81 0.82
O -2.13 -5.46 0.70
H -3.39 -5.27 2.97
H -3.05 -6.88 2.69
H -4.72 -6.38 2.60
H -4.07 -4.94 0.54
H -3.82 -6.60 0.16
H -1.91 -5.31 -0.23
C 0.00 0.45 0.91
C 0.18 -0.62 -0.21
O -0.99 -1.20 -0.69
H -0.17 0.05 1.91
H -0.81 1.07 0.53
H 0.86 1.12 0.87
H 0.88 -1.38 0.17
H 0.69 -0.08 -1.01
H -1.51 -1.55 0.04
C 1.68 -5.79 1.79
C 0.82 -7.09 1.97
O -0.46 -6.77 2.50
H 2.73 -5.95 1.55
H 1.71 -5.29 2.75
H 1.37 -5.11 0.99
H 1.24 -7.84 2.64
H 0.61 -7.40 0.95
H -0.92 -6.28 1.81
C 5.09 -3.40 2.74
C 4.32 -2.36 1.99
O 3.69 -1.49 2.94
H 4.43 -3.98 3.37
H 5.84 -2.98 3.42
H 5.58 -4.01 1.98
H 3.56 -2.90 1.42
H 4.92 -1.79 1.28
H 2.94 -2.03 3.21
C 2.34 -2.45 -2.45
C 1.63 -3.45 -1.66
O 0.25 -3.49 -2.08
H 2.03 -1.41 -2.35
H 2.34 -2.71 -3.51
H 3.42 -2.40 -2.28
H 1.78 -3.17 -0.62
H 2.10 -4.43 -1.79
H -0.23 -2.69 -1.88
C -3.00 0.74 5.43
C -2.23 0.16 6.59
O -3.08 0.26 7.69
H -3.95 0.20 5.38
H -2.47 0.55 4.50
H -3.12 1.83 5.44
H -1.25 0.63 6.70
H -2.05 -0.90 6.40
H -2.60 -0.20 8.39
C 5.37 3.37 -2.34
C 5.74 1.93 -2.00
O 6.97 2.01 -1.30
H 6.10 3.81 -3.01
H 5.20 4.09 -1.54
H 4.42 3.36 -2.88
H 5.83 1.37 -2.94
H 4.96 1.37 -1.50
H 6.96 1.19 -0.79
C 1.41 -0.75 5.27
C 0.85 -2.09 5.02
O 1.43 -2.73 3.89
H 1.49 -0.17 4.35
H 2.37 -0.89 5.77
H 0.80 -0.23 6.00
H -0.18 -1.90 4.72
H 0.86 -2.73 5.91
H 0.88 -3.49 3.72
C 6.13 -3.60 -1.47
C 5.72 -4.37 -2.73
O 6.86 -4.92 -3.35
H 5.24 -3.45 -0.85
H 6.61 -2.67 -1.77
H 6.81 -4.13 -0.82
H 5.24 -3.71 -3.44
H 5.00 -5.18 -2.54
H 6.52 -5.21 -4.20
C 3.29 0.66 -4.56
C 2.21 1.43 -3.77
O 0.94 0.69 -3.91
H 4.20 1.23 -4.79
H 2.98 0.43 -5.58
H 3.61 -0.27 -4.10
H 2.13 2.46 -4.11
H 2.51 1.40 -2.72
H 0.64 0.84 -4.81
C -3.77 -0.94 1.87
C -2.92 -2.07 2.37
O -2.11 -2.55 1.29
H -4.45 -0.64 2.67
H -4.35 -1.12 0.97
H -3.11 -0.08 1.72
H -3.55 -2.91 2.68
H -2.38 -1.75 3.26
H -2.21 -3.50 1.25
C -7.95 0.91 0.90
C -6.83 -0.14 0.80
O -7.07 -1.06 1.83
H -8.87 0.38 1.12
H -8.01 1.43 -0.06
H -7.82 1.67 1.67
H -5.87 0.38 0.80
H -6.95 -0.75 -0.10
H -6.74 -0.62 2.62
C -4.47 -1.79 -1.60
C -3.69 -2.69 -2.52
O -4.59 -3.53 -3.20
H -4.96 -2.38 -0.82
H -5.14 -1.16 -2.19
H -3.69 -1.14 -1.19
H -3.05 -3.28 -1.88
H -3.03 -2.12 -3.16
H -4.05 -4.08 -3.77
C -0.93 3.83 4.89
C -0.22 5.14 4.63
O 1.12 5.06 4.37
H -0.48 3.32 5.74
H -0.83 3.26 3.96
H -1.96 3.99 5.22
H -0.30 5.68 5.57
H -0.70 5.76 3.88
H 1.45 5.96 4.34
C 0.50 -2.34 -6.17
C -0.38 -3.14 -5.27
O -1.06 -4.15 -6.03
H 1.10 -1.69 -5.53
H -0.04 -1.77 -6.92
H 1.21 -3.08 -6.55
H -1.18 -2.55 -4.82
H 0.17 -3.63 -4.47
H -0.47 -4.86 -6.29
C -3.57 1.85 -5.74
C -3.88 0.37 -5.51
O -5.23 0.30 -5.77
H -2.53 2.15 -5.57
H -4.19 2.37 -5.02
H -3.87 2.25 -6.71
H -3.70 0.17 -4.46
H -3.17 -0.13 -6.17
H -5.49 -0.62 -5.78
C 4.24 5.62 0.97
C 3.66 5.60 2.40
O 2.92 6.76 2.49
H 4.99 6.41 0.90
H 3.47 5.74 0.21
H 4.70 4.66 0.72
H 4.44 5.49 3.16
H 3.01 4.74 2.52
H 2.74 6.93 3.42
C -0.55 5.70 -4.20
C -0.65 4.28 -4.72
O 0.16 4.08 -5.82
H -1.38 5.95 -3.55
H -0.74 6.34 -5.06
H 0.47 5.92 -3.89
H -1.68 4.08 -5.00
H -0.34 3.55 -3.98
H 0.18 3.12 -5.84
C 5.11 1.95 1.85
C 3.64 1.63 1.66
O 3.07 1.43 2.91
H 5.09 2.93 2.35
H 5.58 2.14 0.89
H 5.65 1.22 2.45
H 3.41 0.77 1.04
H 3.11 2.53 1.35
H 3.33 0.60 3.31
*
```

Properties
* Kohn-Sham gap: 9.8 eV
* energy: -96908.45399 eV
* molecular weight: 1039.5 g mol⁻¹
* E_HOMO: -9.822 eV


[5]
This record from the Open Molecules 2025 dataset describes a 2-piece molecular cluster, H2NO3S2 overall in a non-equilibrium geometry. The level of theory is ωB97M-V/def2-TZVPD.

Structure (ORCA input):
```
! RIJCOSX wB97M-V def2-TZVPD def2/J DEFGRID3
* xyz -1 1
N -0.94 -1.40 -0.41
O 1.69 -0.12 -0.17
O -0.03 1.68 -0.60
O 1.57 1.89 1.36
S -2.09 -1.12 0.69
S 0.84 0.98 0.43
H -0.96 -0.90 -1.27
H -0.08 -1.01 -0.02
*
```

Properties
* Kohn-Sham gap (alpha / beta): 8.4 / 6.6 eV
* energy: -29335.21450 eV
* molecular weight: 128.2 g mol⁻¹
* ΔE to the lowest compared entry with this formula, charge and spin: 162.5 kJ/mol
* E_HOMO (alpha / beta): -5.126 / -4.133 eV


[6]
This record from the Open Molecules 2025 dataset describes a 2-piece molecular cluster, C3H10OS2 overall in a non-equilibrium geometry. The level of theory is ωB97M-V/def2-TZVPD.

Structure (ORCA input):
```
! RIJCOSX wB97M-V def2-TZVPD def2/J DEFGRID3
* xyz 0 1
C -0.83 1.20 4.19
C -0.30 -0.10 3.65
O -0.90 -1.24 4.27
H -0.52 2.05 3.58
H -1.91 1.25 4.34
H -0.41 1.41 5.17
H 0.76 -0.18 3.90
H -0.41 -0.15 2.55
H -1.86 -1.18 4.18
C 0.76 -1.44 -4.88
S 0.04 0.17 -5.01
S 1.69 1.26 -5.71
H 0.18 -2.21 -5.35
H 0.94 -1.72 -3.84
H 1.74 -1.53 -5.35
H 1.02 2.42 -5.68
*
```

Properties
* Kohn-Sham gap: 8.6 eV
* energy: -26990.31617 eV
* molecular weight: 126.2 g mol⁻¹
* ΔE to the lowest compared entry with this formula, charge and spin: 94.0 kJ/mol
* SMILES string: CCO.CSS
* E_HOMO: -8.153 eV


[7]
This record from the Open Molecules 2025 dataset describes one molecule with the formula C20H21N3O5 in a non-equilibrium geometry. The level of theory is ωB97M-V/def2-TZVPD.

Structure (ORCA input):
```
! RIJCOSX wB97M-V def2-TZVPD def2/J DEFGRID3
* xyz 0 1
C 0.26 3.26 2.82
O 1.59 3.07 2.35
C 1.72 2.69 1.07
C 3.01 2.64 0.53
C 3.15 2.27 -0.79
C 2.01 1.94 -1.53
N 2.14 1.58 -2.88
C 1.38 0.71 -3.60
O 1.44 0.68 -4.81
C 0.54 -0.23 -2.80
C -0.78 -0.47 -3.16
C -1.54 -1.33 -2.38
C -1.00 -1.98 -1.28
O -1.85 -2.82 -0.60
C -1.83 -2.76 0.82
C -2.10 -1.38 1.32
C -3.30 -0.64 1.12
C -4.54 -1.10 0.44
N -3.19 0.55 1.65
O -1.95 0.64 2.20
C -1.29 -0.51 2.00
C 0.09 -0.62 2.52
C 0.36 -1.81 -0.98
O 0.89 -2.55 0.04
C 2.28 -2.49 0.27
C 1.10 -0.91 -1.73
C 0.78 2.04 -0.90
N 0.64 2.40 0.37
H 0.35 3.48 3.88
H -0.21 4.10 2.30
H -0.35 2.37 2.66
H 3.86 2.89 1.15
H 4.13 2.22 -1.25
H 2.83 2.09 -3.42
H -1.21 0.03 -4.01
H -2.58 -1.51 -2.62
H -0.89 -3.14 1.22
H -2.65 -3.44 1.11
H -5.21 -0.26 0.30
H -5.03 -1.86 1.04
H -4.28 -1.54 -0.52
H 0.11 -0.33 3.57
H 0.46 -1.63 2.42
H 0.74 0.06 1.98
H 2.59 -1.49 0.59
H 2.48 -3.21 1.06
H 2.85 -2.78 -0.62
H 2.15 -0.76 -1.51
H -0.14 1.83 -1.42
*
```

Properties
* Kohn-Sham gap: 8.9 eV
* energy: -35787.25443 eV
* molecular weight: 383.4 g mol⁻¹
* ΔE to the lowest compared entry with this formula, charge and spin: 288.9 kJ/mol
* SMILES string: COc1ccc(NC(=O)c2ccc(OCc3c(C)noc3C)c(OC)c2)cn1
* E_HOMO: -8.357 eV


[8]
This record from the Open Molecules 2025 dataset describes a 2-piece molecular cluster, H2N2O3 overall in a non-equilibrium geometry. The level of theory is ωB97M-V/def2-TZVPD.

Structure (ORCA input):
```
! RIJCOSX wB97M-V def2-TZVPD def2/J DEFGRID3
* xyz 0 1
N 2.66 -0.53 0.63
N 2.13 0.01 -0.19
O 1.58 0.59 -0.96
O -2.24 -0.10 -0.18
O -1.02 -0.38 0.41
H -1.99 0.35 -0.93
H -1.13 0.05 1.22
*
```

Properties
* Kohn-Sham gap: 11.6 eV
* energy: -9149.93585 eV
* molecular weight: 78.0 g mol⁻¹
* ΔE to the lowest compared entry with this formula, charge and spin: 29.2 kJ/mol
* SMILES string: N#[N+][O-].OO
* E_HOMO: -10.669 eV


[9]
This record from the Open Molecules 2025 dataset describes one molecule with the formula C4H7NS2. The level of theory is ωB97M-V/def2-TZVPD.

Structure (ORCA input):
```
! RIJCOSX wB97M-V def2-TZVPD def2/J DEFGRID3
* xyz 0 1
N -2.46 0.09 -0.32
C -1.36 -0.39 0.45
C -0.11 0.44 0.70
S 0.94 1.68 -0.01
C 2.31 0.38 -0.15
S 1.62 -1.38 0.00
C -0.03 -0.74 -0.24
H -3.02 -0.67 -0.67
H -2.16 0.71 -1.07
H -1.67 -0.91 1.36
H 0.24 0.17 1.68
H 2.81 0.48 -1.12
H 3.01 0.51 0.68
H -0.11 -0.39 -1.27
*
```

Properties
* Kohn-Sham gap: 9.3 eV
* energy: -27419.46559 eV
* molecular weight: 133.2 g mol⁻¹
* ΔE to the lowest compared entry with this formula, charge and spin: 229.6 kJ/mol
* SMILES string: NC1[C@@H]2SCS[C@@H]12
* E_HOMO: -8.475 eV


[10]
This record from the Open Molecules 2025 dataset describes one molecule with the formula C8H12N2O2 in a non-equilibrium geometry. The level of theory is ωB97M-V/def2-TZVPD.

Structure (ORCA input):
```
! RIJCOSX wB97M-V def2-TZVPD def2/J DEFGRID3
* xyz 0 1
O -2.75 1.92 4.06
C -2.19 1.17 3.42
N -1.63 0.33 2.75
C -0.22 0.08 3.15
C 0.39 -0.95 2.17
C 0.90 -0.36 0.83
C -0.26 0.14 -0.05
C 0.26 0.62 -1.43
C 0.75 -0.50 -2.26
N 1.09 0.08 -3.59
C 1.45 -0.77 -4.40
O 1.82 -1.54 -5.17
H 0.37 1.05 3.12
H -0.21 -0.30 4.20
H -0.35 -1.74 1.98
H 1.22 -1.51 2.64
H 1.68 0.41 1.08
H 1.42 -1.19 0.33
H -0.99 -0.66 -0.17
H -0.63 1.03 0.48
H 1.12 1.32 -1.35
H -0.58 1.18 -1.91
H -0.02 -1.27 -2.44
H 1.65 -1.00 -1.80
*
```

Properties
* Kohn-Sham gap: 10.9 eV
* energy: -15565.24815 eV
* molecular weight: 168.2 g mol⁻¹
* ΔE to the lowest compared entry with this formula, charge and spin: 160.3 kJ/mol
* SMILES string: O=C=NCCCCCCN=C=O
* E_HOMO: -10.190 eV


[11]
This record from the Open Molecules 2025 dataset describes one molecule with the formula C14H23N5O3 in a non-equilibrium geometry. The level of theory is ωB97M-V/def2-TZVPD.

Structure (ORCA input):
```
! RIJCOSX wB97M-V def2-TZVPD def2/J DEFGRID3
* xyz 0 1
C 2.44 2.48 3.33
N 2.60 1.39 2.34
C 1.61 1.09 1.46
O 0.64 1.89 1.40
C 1.88 0.04 0.41
C 2.21 -1.33 1.07
C 1.14 -1.74 2.06
C -0.16 -2.10 1.79
N -0.78 -2.50 2.99
C 0.14 -2.39 3.92
N 1.27 -1.80 3.43
N 0.63 -0.07 -0.34
C 0.56 -0.22 -1.66
O 1.51 -0.61 -2.35
C -0.84 0.05 -2.28
N -1.43 1.33 -1.88
C -0.81 2.54 -2.03
C -1.52 3.83 -1.72
O 0.28 2.71 -2.55
C -1.61 -1.16 -1.89
C -2.82 -0.93 -2.83
C -1.05 -2.58 -2.32
H 1.44 2.90 3.42
H 3.12 3.39 3.17
H 2.76 2.21 4.37
H 3.31 0.65 2.53
H 2.72 0.46 -0.14
H 3.17 -1.25 1.69
H 2.31 -2.18 0.46
H -0.59 -2.08 0.82
H -1.66 -2.96 3.09
H 0.19 -2.66 4.96
H -0.22 0.12 0.25
H -0.63 0.11 -3.34
H -2.41 1.32 -1.48
H -2.59 3.60 -1.71
H -1.14 4.23 -0.77
H -1.22 4.56 -2.43
H -1.95 -1.03 -0.88
H -3.46 -0.07 -2.58
H -3.53 -1.75 -2.60
H -2.55 -0.88 -3.94
H -0.17 -2.70 -1.66
H -0.98 -2.62 -3.51
H -1.80 -3.29 -2.06
*
```

Properties
* Kohn-Sham gap: 9.4 eV
* energy: -28483.50640 eV
* molecular weight: 309.4 g mol⁻¹
* ΔE to the lowest compared entry with this formula, charge and spin: 265.7 kJ/mol
* SMILES string: CNC(=O)[C@@H](Cc1c[nH]cn1)NC(=O)[C@H](NC(C)=O)C(C)C
* E_HOMO: -8.985 eV


[12]
This record from the Open Molecules 2025 dataset describes a 2-piece molecular cluster, C6H12O overall. The level of theory is ωB97M-V/def2-TZVPD.

Structure (ORCA input):
```
! RIJCOSX wB97M-V def2-TZVPD def2/J DEFGRID3
* xyz 0 1
C -1.94 0.32 -1.47
C -0.73 0.41 -0.55
O -0.36 1.77 -0.48
C -1.04 -0.16 0.83
C -0.61 -1.51 1.23
C 0.04 -0.32 1.85
C 2.80 0.17 0.16
H -2.25 -0.72 -1.59
H -1.69 0.73 -2.45
H -2.77 0.90 -1.05
H 0.09 -0.19 -0.98
H 0.32 1.85 0.21
H -1.95 0.26 1.28
H 0.06 -2.04 0.55
H -1.21 -2.18 1.85
H 2.16 0.07 1.04
H 2.20 0.41 -0.72
H 3.34 -0.76 -0.01
H 3.52 0.98 0.32
*
```

Properties
* Kohn-Sham gap: 8.7 eV
* energy: -8459.48538 eV
* molecular weight: 100.2 g mol⁻¹
* ΔE to the lowest compared entry with this formula, charge and spin: 469.7 kJ/mol
* E_HOMO: -9.249 eV